# 1
# C3H12NO4

A molecular structure, C3H12NO4 (ωB97M-V/def2-TZVPD, the Open Molecules 2025 dataset).

The geometry in XYZ format:
```
20
Properties=species:S:1:pos:R:3:forces:R:3
C 0.789 -1.003 1.498 0.0 0.5 -2.3
C 1.755 -1.134 0.296 0.7 0.8 0.1
O 1.973 0.075 -0.423 0.6 -0.9 0.6
N -0.548 -0.635 1.065 0.2 -0.5 1.0
C -1.116 0.704 1.306 0.9 -0.3 -0.2
O -1.578 1.261 0.164 -1.2 0.5 -0.1
H 1.234 -0.153 2.017 -0.2 -0.4 1.0
H 0.773 -2.004 1.936 0.3 0.3 0.9
H 2.765 -1.276 0.680 0.0 -0.8 0.3
H 1.493 -1.990 -0.342 -0.1 0.2 -0.1
H 1.156 0.453 -0.736 -1.2 0.7 -0.8
H -0.768 -1.021 0.169 -0.3 0.2 -0.4
H -1.908 0.612 2.068 -0.2 0.1 -0.2
H -0.301 1.282 1.796 0.0 0.1 0.0
H -0.882 1.509 -0.769 0.6 -0.7 0.3
H 0.202 2.371 -1.881 -0.2 -1.0 0.1
O -0.101 1.452 -1.713 0.4 1.4 -0.1
H -1.078 0.098 -2.832 0.9 0.9 0.2
H -1.968 -0.255 -1.662 0.1 0.3 -0.9
O -1.892 -0.346 -2.638 -1.2 -1.2 0.8
```
Positions in Å, forces in eV/Å.

The net charge is -1. The calculation puts the total energy at -12986.139 eV.

# 2
# C49H76FN8O6RbS4SbSi3

A molecular structure, C49H76FN8O6RbS4SbSi3 (ωB97M-V/def2-TZVPD, the Open Molecules 2025 dataset).

The geometry in XYZ format:
```
149
Properties=species:S:1:pos:R:3:forces:R:3
Rb -1.257 -0.181 -1.816 0.6 -0.1 -0.1
N -0.738 -0.607 2.854 0.0 0.0 0.0
C -0.465 -1.955 3.348 0.0 0.0 0.0
C -1.078 -3.080 2.508 0.0 0.0 0.0
N -0.706 -2.964 1.117 0.0 0.0 0.0
C 0.674 -3.333 0.835 0.0 0.0 0.0
C 1.629 -2.154 0.662 0.0 0.0 0.0
N 1.126 -1.258 -0.359 0.0 0.1 0.0
C -1.645 -3.507 0.146 0.0 0.0 0.0
C -3.091 -3.056 0.345 0.0 0.0 0.1
N -3.224 -1.657 0.750 -0.1 0.1 -0.1
H -1.735 -0.537 2.659 0.0 0.0 0.0
H -0.308 -0.504 1.935 0.0 0.0 0.0
H -0.840 -2.043 4.373 0.0 0.0 0.0
H 0.618 -2.089 3.411 0.0 0.0 0.0
H -2.162 -2.996 2.582 0.0 0.0 0.0
H -0.788 -4.057 2.941 0.0 0.0 0.0
H 0.700 -3.921 -0.091 0.0 0.0 0.0
H 1.063 -3.994 1.625 0.0 0.0 0.0
H 2.627 -2.571 0.442 0.0 0.0 0.0
H 1.729 -1.594 1.596 0.0 0.0 0.0
H 0.986 -1.769 -1.227 0.1 0.1 0.0
H 1.747 -0.470 -0.542 0.0 0.0 0.0
H -1.637 -4.613 0.128 0.0 0.0 0.0
H -1.302 -3.183 -0.841 0.0 0.0 0.0
H -3.571 -3.691 1.099 0.0 0.0 0.0
H -3.611 -3.252 -0.599 0.0 0.0 0.0
H -3.926 -1.199 0.177 0.0 0.0 0.0
H -2.375 -1.139 0.555 0.1 -0.1 0.2
F -3.184 3.418 4.804 0.0 0.0 0.0
C -3.650 3.605 3.535 0.0 0.0 0.0
C -3.404 2.629 2.610 0.0 0.0 0.0
C -3.908 2.743 1.319 0.0 0.1 0.0
C -3.379 1.883 0.248 0.0 0.0 0.0
O -2.375 1.209 0.440 -0.1 -0.1 0.0
C -4.129 1.944 -0.994 -0.4 -0.6 0.0
C -5.188 2.762 -1.094 0.3 0.4 0.0
N -5.506 3.737 -0.158 0.0 0.0 0.0
C -6.479 4.748 -0.460 0.0 0.0 0.0
C -6.560 5.289 -1.854 0.0 0.0 0.0
C -6.007 6.148 -0.757 0.0 0.0 0.0
C -4.836 3.756 1.043 0.0 0.0 0.0
C -4.975 4.801 1.969 0.0 0.0 0.0
C -4.279 4.806 3.171 0.0 0.0 0.0
N -4.131 6.063 3.851 0.0 0.0 0.0
C -3.262 6.114 5.025 0.0 0.0 0.0
C -1.793 5.836 4.715 0.1 0.0 0.0
N -1.297 6.681 3.569 0.0 0.1 0.0
C -2.255 6.748 2.407 0.0 0.0 0.0
C -3.645 7.096 2.925 0.0 0.0 0.0
C -3.787 0.950 -2.111 -0.3 0.1 0.1
O -3.207 1.425 -3.098 -0.2 0.1 -0.2
O -4.039 -0.247 -1.849 -0.3 0.0 0.1
H -2.758 1.793 2.855 0.0 0.0 0.0
H -5.805 2.773 -1.981 0.0 0.0 0.0
H -7.411 4.651 0.088 0.0 0.0 0.0
H -7.545 5.509 -2.240 0.0 0.0 0.0
H -5.854 4.912 -2.580 0.0 0.0 0.0
H -6.599 6.974 -0.387 0.0 0.0 0.0
H -4.936 6.300 -0.763 0.0 0.0 0.0
H -5.573 5.660 1.710 0.0 0.0 0.0
H -3.584 5.406 5.782 0.0 0.0 0.0
H -3.370 7.115 5.452 0.0 0.0 0.0
H -1.635 4.807 4.417 0.0 0.0 0.0
H -1.149 6.039 5.570 0.0 0.0 0.0
H -0.399 6.293 3.256 0.0 0.0 0.0
H -1.121 7.629 3.901 0.1 0.0 0.0
H -2.248 5.767 1.932 0.0 0.0 0.0
H -1.860 7.479 1.704 0.0 0.0 0.0
H -4.309 7.211 2.075 0.0 0.0 0.0
H -3.642 8.052 3.456 0.0 0.0 0.0
O 1.832 4.217 -6.149 0.0 0.0 0.0
C 1.872 3.688 -5.060 0.0 0.0 0.1
S 3.192 2.664 -4.495 0.0 0.0 0.0
C 2.563 2.289 -2.881 0.0 0.0 0.0
C 1.376 2.854 -2.555 0.0 0.1 0.0
S 0.449 2.767 -1.081 0.1 -0.1 -0.1
S 0.639 3.861 -3.815 0.0 0.0 0.0
S 3.577 1.198 -1.953 0.0 0.0 0.0
C 3.549 -2.428 -6.047 0.0 0.0 0.0
O 2.167 -2.765 -6.045 0.0 0.0 0.0
C 1.278 -1.738 -5.851 0.0 0.0 0.0
C 0.276 -1.571 -6.798 0.0 0.0 0.0
C -0.660 -0.560 -6.667 0.0 0.0 0.0
C -0.595 0.318 -5.592 0.0 0.0 0.0
C 0.398 0.150 -4.649 0.0 0.0 0.1
C 1.314 -0.890 -4.746 0.0 0.0 0.0
N 2.286 -1.031 -3.722 0.0 0.0 0.0
C 2.626 -2.105 -3.065 0.0 -0.1 0.0
C 1.976 -3.357 -2.994 0.0 0.0 0.0
C 2.749 -4.495 -2.660 0.0 0.0 0.0
C 2.186 -5.734 -2.554 0.1 0.0 0.0
C 0.787 -5.860 -2.748 -0.1 0.0 0.0
C -0.009 -4.782 -2.991 0.0 -0.1 0.0
C 0.530 -3.447 -3.064 0.1 0.1 0.0
O -0.195 -2.423 -3.082 -0.1 -0.3 0.0
H 4.002 -2.906 -6.916 0.0 0.0 0.0
H 4.036 -2.805 -5.144 0.0 0.0 0.0
H 3.696 -1.349 -6.109 0.0 0.0 0.0
H 0.261 -2.252 -7.639 0.0 0.0 0.0
H -1.437 -0.451 -7.413 0.0 0.0 0.0
H -1.322 1.109 -5.464 0.0 0.0 0.0
H 0.461 0.799 -3.784 0.1 0.1 -0.1
H 2.796 -0.178 -3.384 0.0 0.1 0.0
H 3.531 -1.957 -2.476 0.0 0.0 0.0
H 3.818 -4.368 -2.517 0.0 0.0 0.0
H 2.788 -6.602 -2.326 0.0 0.0 0.0
H 0.335 -6.843 -2.675 0.0 0.0 0.0
H -1.082 -4.884 -3.100 0.0 0.0 0.0
C 5.214 4.644 2.418 0.0 0.0 0.0
Si 4.523 3.574 1.018 0.0 0.0 0.0
C 3.663 4.687 -0.211 0.0 0.0 0.0
C 6.024 2.750 0.258 0.0 0.0 0.0
Sb 2.828 1.798 1.787 0.0 -0.1 0.0
Si 1.224 3.297 3.077 0.0 0.1 0.0
C 1.868 4.961 3.764 0.0 -0.1 0.0
C 0.512 2.402 4.570 0.0 0.0 0.0
C -0.207 3.794 1.967 0.0 0.0 0.1
Si 4.028 1.048 3.936 0.0 0.0 0.0
C 5.594 0.132 3.423 0.0 0.0 0.0
C 2.932 -0.208 4.823 0.0 0.0 0.0
C 4.508 2.346 5.225 0.0 0.0 0.0
H 5.725 5.504 1.971 0.0 0.0 0.0
H 5.955 4.089 2.997 0.0 0.0 0.0
H 4.460 5.021 3.107 0.0 0.0 0.0
H 4.404 5.285 -0.750 0.0 0.0 0.0
H 2.970 5.369 0.291 0.0 0.0 0.0
H 3.089 4.103 -0.931 0.0 0.0 0.0
H 6.722 3.525 -0.073 0.0 0.0 0.0
H 5.731 2.153 -0.605 0.0 0.0 0.0
H 6.546 2.118 0.979 0.0 0.0 0.0
H 2.722 4.838 4.431 0.0 0.0 0.0
H 1.081 5.418 4.379 -0.1 0.1 0.1
H 2.163 5.651 2.968 0.0 0.0 0.0
H 1.257 2.317 5.365 0.0 0.0 0.0
H 0.177 1.400 4.290 0.0 0.0 0.0
H -0.351 2.940 4.980 0.0 0.0 0.0
H 0.106 4.473 1.169 0.0 0.0 0.0
H -1.004 4.236 2.574 -0.1 0.0 0.0
H -0.644 2.926 1.466 0.0 0.0 0.0
H 5.325 -0.832 2.985 0.0 0.0 0.0
H 6.238 -0.058 4.287 0.0 0.0 0.0
H 6.172 0.680 2.679 0.0 0.0 0.0
H 2.277 -0.735 4.129 0.0 0.0 0.0
H 2.294 0.263 5.572 0.0 0.0 0.0
H 3.558 -0.947 5.331 0.0 0.0 0.0
H 5.331 2.973 4.881 0.0 0.0 0.0
H 4.824 1.844 6.145 0.0 0.0 0.0
H 3.668 2.998 5.472 0.0 0.0 0.0
```
Positions in Å, forces in eV/Å.

The net charge is -1. The calculation puts the total energy at -153140.096 eV.

# 3
# C2H6O3P

A gas-phase ion, C2H6O3P (charge -1) (ωB97M-V/def2-TZVPD, the Open Molecules 2025 dataset).

The geometry in XYZ format:
```
12
Properties=species:S:1:pos:R:3:forces:R:3
C 0.056 -2.917 0.691 1.0 0.3 0.1
O -0.070 -1.530 0.163 -0.4 -1.3 1.7
O 1.208 -1.001 -0.207 0.1 -1.8 -1.2
P 2.175 0.322 0.402 -2.6 1.4 1.3
C 1.675 1.495 -1.077 1.8 1.1 2.8
O 3.508 -0.238 0.097 1.8 -0.4 -0.7
H -0.857 -3.468 0.424 -0.3 0.7 0.5
H 0.329 -3.089 1.826 -0.6 0.9 -2.1
H 0.779 -3.491 0.086 0.3 0.7 0.3
H 0.746 1.231 -1.454 -1.5 -0.8 -1.3
H 2.575 1.456 -1.658 0.1 -0.1 -1.1
H 1.577 2.533 -0.668 0.2 -0.7 -0.2
```
Positions in Å, forces in eV/Å.

The net charge is -1. The calculation puts the total energy at -17600.480 eV. Its SMILES is COOP(C)[O-].

Calculated strongest force on any atom, 2.41, 0.67, 3.45 eV/A (same order as the records).